1.
{
  "formula": "C22H27BrCl2N7O3STb",
  "method": "ωB97M-V/def2-TZVPD",
  "fmax_ev_per_a": 1.1,
  "homo_energy_ev": [-13.9, -13.9],
  "charge": 2,
  "spin_multiplicity": 7,
  "lumo_ev": [-6.64, -6.63],
  "e_tot_ev": -168175.1294,
  "species": ["Tb", "Br", "Cl", "Cl", "S", "O", "O", "O", "N", "N", "N", "N", "N", "N", "N", "C", "C", "C", "C", "C", "C", "C", "C", "C", "C", "C", "C", "C", "C", "C", "C", "C", "C", "C", "C", "C", "C", "H", "H", "H", "H", "H", "H", "H", "H", "H", "H", "H", "H", "H", "H", "H", "H", "H", "H", "H", "H", "H", "H", "H", "H", "H", "H", "H"],
  "coordinates": [[-0.367, -0.259, 0.555], [-3.388, -4.878, -4.662], [-3.133, -1.103, 1.337], [-0.864, -2.106, 2.838], [1.734, 1.441, -0.165], [-3.800, 4.598, 1.962], [-0.968, 1.079, 2.264], [-2.474, 2.079, -1.823], [-0.293, 0.276, -2.099], [-2.348, 2.883, 2.104], [1.664, -1.212, 1.582], [0.202, -2.513, -0.371], [-1.770, 1.556, 0.239], [2.574, 2.381, -2.475], [0.777, 1.009, -2.640], [-0.237, -4.284, -2.074], [-4.771, 3.351, -0.513], [-1.073, -4.806, -3.048], [-3.216, 3.731, 1.379], [3.481, -1.206, 3.128], [3.145, -3.080, 1.682], [1.231, -3.079, 0.110], [-2.633, -3.001, -2.696], [2.364, -0.619, 2.547], [-2.268, -4.166, -3.352], [-2.504, 2.332, -0.633], [-1.701, 1.853, 1.543], [-5.402, 2.089, 0.060], [3.878, -2.453, 2.687], [1.678, 1.614, -1.859], [2.048, -2.431, 1.160], [-3.292, 3.534, -0.127], [-0.597, -3.126, -1.398], [-1.260, 5.083, -0.458], [-1.786, -2.492, -1.723], [-2.608, -1.754, 2.916], [-2.718, 4.806, -0.794], [4.017, -0.685, 3.908], [-6.455, 2.025, -0.211], [-1.137, 0.871, -2.137], [-2.773, -0.994, 3.669], [4.744, -2.940, 3.116], [-1.116, 5.285, 0.607], [2.022, 0.359, 2.867], [-0.610, 4.246, -0.737], [0.694, -4.796, -1.871], [-4.817, 3.349, -1.602], [2.579, 2.524, -3.472], [3.265, 2.864, -1.925], [-4.917, 1.188, -0.330], [-0.902, 5.961, -0.994], [-2.266, 3.038, 3.101], [-5.355, 2.067, 1.152], [-5.297, 4.239, -0.162], [-3.148, -2.671, 3.111], [1.551, -4.068, -0.213], [-0.444, -0.538, -2.689], [-3.352, 5.635, -0.476], [-2.854, 4.679, -1.868], [-3.560, -2.502, -2.939], [0.727, 1.231, -3.625], [-2.084, -1.578, -1.220], [-0.792, -5.709, -3.574], [3.425, -4.058, 1.313]],
  "mulliken_charge": [-0.472, -0.108, 0.022, -0.022, -0.355, -0.538, -0.607, -0.837, -0.190, 0.138, 0.344, 0.436, 0.501, -0.452, -0.507, -0.885, -1.424, -0.792, -0.259, -0.976, -0.921, 0.247, -1.061, -0.149, -0.078, -0.146, 0.512, -1.012, -0.433, 0.912, 0.263, 2.315, 1.010, -0.976, 0.440, -0.412, -1.361, 0.441, 0.508, 0.371, 0.338, 0.472, 0.280, 0.560, 0.082, 0.341, 0.478, 0.193, 0.220, 0.130, 0.499, 0.323, 0.267, 0.508, 0.452, 0.291, 0.345, 0.479, 0.473, 0.513, 0.251, 0.095, 0.445, 0.482]
}

***

2.
{
  "formula": "C6H11NO2Si",
  "method": "ωB97M-V/def2-TZVPD",
  "fmax_ev_per_a": 5.0,
  "homo_energy_ev": -8.1,
  "charge": 0,
  "smiles": "C[Si](C)(C)c1cc[n+]([O-])o1",
  "spin_multiplicity": 1,
  "lumo_ev": 0.77,
  "e_tot_ev": -19859.1810,
  "species": ["Si", "O", "O", "N", "C", "C", "C", "C", "C", "C", "H", "H", "H", "H", "H", "H", "H", "H", "H", "H", "H"],
  "coordinates": [[-0.530, 0.722, -0.306], [2.556, -3.353, -0.657], [1.118, -1.559, -0.648], [1.940, -2.552, 0.019], [-2.318, 0.275, 0.228], [-0.392, 1.033, -2.154], [0.485, -0.744, 0.280], [0.951, -1.284, 1.525], [1.853, -2.376, 1.350], [0.075, 2.328, 0.587], [2.279, -3.087, 2.089], [-2.738, 1.038, 0.786], [0.584, 0.961, -2.557], [-0.551, 3.042, 0.323], [-2.292, -0.558, 0.827], [1.078, 2.416, 0.282], [-0.152, 2.228, 1.597], [-0.872, 1.908, -2.492], [-2.888, 0.082, -0.601], [-0.764, 0.285, -2.839], [0.577, -0.805, 2.362]],
  "mulliken_charge": [0.379, -0.708, -0.328, 0.741, -1.353, -1.245, 0.336, -0.464, -0.482, -1.184, 0.389, 0.426, 0.392, 0.431, 0.414, 0.282, 0.368, 0.374, 0.377, 0.411, 0.445]
}

***

3.
{
  "formula": "C3H5NS",
  "method": "ωB97M-V/def2-TZVPD",
  "fmax_ev_per_a": 3.9,
  "homo_energy_ev": -8.4,
  "charge": 0,
  "smiles": "N/C=C\\C=S",
  "spin_multiplicity": 1,
  "lumo_ev": -0.09,
  "e_tot_ev": -15516.5619,
  "species": ["S", "N", "C", "C", "C", "H", "H", "H", "H", "H"],
  "coordinates": [[2.219, -0.556, 0.331], [0.080, 1.409, -0.629], [-0.531, -0.766, 0.169], [-0.821, 0.479, -0.300], [0.732, -1.259, 0.576], [0.672, -2.047, 1.322], [-1.860, 0.815, -0.328], [1.069, 1.087, -0.526], [-1.375, -1.434, 0.318], [-0.184, 2.272, -0.933]],
  "mulliken_charge": [-0.407, -0.232, -0.601, 0.231, -0.081, 0.272, 0.304, 0.031, 0.282, 0.201]
}

***

4.
{
  "formula": "C30H45O5SiTb",
  "method": "ωB97M-V/def2-TZVPD",
  "fmax_ev_per_a": 2.5,
  "homo_energy_ev": [-8.0, -8.1],
  "charge": 0,
  "spin_multiplicity": 7,
  "lumo_ev": [-1.27, -0.41],
  "e_tot_ev": -72390.5997,
  "species": ["Tb", "Si", "O", "O", "O", "O", "O", "C", "C", "C", "C", "C", "C", "C", "C", "C", "C", "C", "C", "C", "C", "C", "C", "C", "C", "C", "C", "C", "C", "C", "C", "C", "C", "C", "C", "C", "C", "H", "H", "H", "H", "H", "H", "H", "H", "H", "H", "H", "H", "H", "H", "H", "H", "H", "H", "H", "H", "H", "H", "H", "H", "H", "H", "H", "H", "H", "H", "H", "H", "H", "H", "H", "H", "H", "H", "H", "H", "H", "H", "H", "H", "H"],
  "coordinates": [[-0.309, -0.036, 0.111], [-1.341, 0.061, 4.345], [-0.415, 1.375, 4.686], [-2.839, 0.623, 4.692], [-0.266, -0.167, -3.854], [-0.988, -1.091, 5.445], [-1.268, -0.314, 2.811], [-0.428, -2.377, 5.880], [-5.093, 0.985, 4.999], [-0.086, -0.927, -5.112], [-0.124, 1.820, -7.746], [-0.268, 1.157, -6.525], [0.622, -2.391, -0.783], [1.375, -1.968, 0.368], [-1.580, -3.324, 6.224], [-4.232, 0.572, 2.647], [0.391, -2.083, 7.134], [0.625, 1.940, 5.532], [-0.843, -2.288, 1.026], [0.259, 2.490, -0.586], [0.732, 3.406, 5.089], [-0.621, 2.022, 1.509], [0.106, -0.191, -6.376], [-0.950, 2.457, 0.188], [-0.755, -2.543, -0.382], [0.482, -1.928, 1.490], [-4.100, 0.195, 4.129], [0.357, 1.157, -8.881], [1.936, 1.202, 5.295], [-1.426, -0.876, -4.372], [0.238, 1.849, 7.010], [-4.316, -1.318, 4.283], [1.326, 1.997, 0.247], [0.698, -0.196, -8.770], [0.775, 1.661, 1.528], [0.456, -2.999, 4.809], [0.579, -0.857, -7.545], [0.844, -1.762, 2.509], [-0.683, 1.705, -5.674], [0.818, -1.918, -7.475], [-1.697, -1.766, -3.805], [-5.356, -1.532, 3.987], [-3.653, -1.906, 3.623], [0.811, -3.004, 7.565], [-1.981, 2.717, -0.109], [0.451, -1.869, -5.000], [-5.266, 0.355, 2.325], [-0.241, -1.608, 7.895], [2.255, 1.331, 4.252], [1.337, 1.306, 2.400], [-2.170, -3.563, 5.331], [1.235, -1.426, 6.892], [-3.542, -0.019, 2.025], [-4.928, 0.691, 6.045], [-4.182, -1.629, 5.333], [-0.393, 2.872, -7.825], [1.827, 0.131, 5.519], [0.464, 1.676, -9.833], [2.455, -1.851, 0.503], [1.312, -2.353, 4.564], [1.011, 2.334, 7.630], [0.960, 3.450, 4.016], [0.171, 0.801, 7.335], [-1.206, -4.281, 6.628], [2.408, 2.050, 0.044], [-4.866, 2.054, 4.889], [-4.035, 1.646, 2.503], [-0.117, -3.241, 3.904], [-6.140, 0.799, 4.726], [-1.627, -2.832, -0.980], [0.876, -3.942, 5.194], [1.054, -2.708, -1.747], [-1.782, -2.344, 1.589], [1.056, -0.737, -9.647], [2.714, 1.618, 5.951], [-0.234, 3.898, 5.269], [0.395, 2.990, -1.563], [-2.195, -0.266, -4.834], [-1.304, 2.086, 2.374], [-0.717, 2.365, 7.180], [-2.224, -2.882, 6.994], [1.516, 3.968, 5.625]],
  "mulliken_charge": [1.093, -1.143, 0.070, -0.793, -0.281, 0.495, 0.657, 1.944, -1.811, -0.149, -0.530, -0.312, -0.244, -1.192, -1.673, -1.234, -1.571, 1.700, -0.009, -0.480, -1.504, 0.364, 0.440, -1.356, -1.116, 0.301, 1.800, -0.425, -1.318, -0.474, -1.512, -1.212, -0.711, -0.484, -0.134, -1.603, -0.473, 0.172, 0.329, 0.314, 0.256, 0.522, -0.010, 0.440, 0.451, 0.424, 0.492, 0.315, 0.339, 0.118, 0.338, 0.286, -0.116, 0.376, 0.212, 0.358, -0.023, 0.368, 0.495, 0.299, 0.485, 0.226, 0.109, 0.417, 0.507, 0.349, 0.286, 0.242, 0.386, 0.464, 0.523, 0.449, 0.332, 0.353, 0.509, 0.312, 0.455, 0.295, 0.417, 0.309, 0.330, 0.371]
}

***

What is the charge in the second record? 0

***

Which value of charge does entry 2 give? 0